This record from the OMol25 dataset describes a single C50H74O14 molecule. The level of theory is ωB97M-V/def2-TZVPD.

## Properties
LUMO level in eV: 0.54
Kohn-Sham gap in eV: 8.9
E_HOMO in Eh: -0.3059
Relative energy (zero: lowest compared OMol25 entry of this formula, charge and spin) in kJ/mol: 65.1

```
! wB97M-V def2-TZVPD RIJCOSX def2/J DEFGRID3
* xyz 0 1
C 5.360 5.501 3.459
H 5.361 5.913 2.445
O 5.931 4.212 3.499
C 5.207 3.162 2.879
C 4.740 3.428 1.449
H 5.586 3.682 0.811
H 4.004 4.233 1.425
C 4.071 2.149 0.929
O 5.082 1.181 0.827
C 4.684 -0.085 0.318
H 3.675 -0.329 0.671
C 4.708 -0.090 -1.218
C 6.051 0.383 -1.778
H 6.846 -0.315 -1.533
H 5.983 0.465 -2.859
H 6.291 1.354 -1.354
O 4.361 -1.366 -1.745
C 4.526 -2.482 -0.922
O 3.419 -2.763 -0.102
C 2.109 -2.549 -0.637
C 1.364 -1.787 0.440
C 0.918 -0.541 0.331
C 0.897 0.368 -0.855
H 1.358 -0.075 -1.736
H 1.432 1.288 -0.607
C -0.555 0.729 -1.181
C -1.344 -0.522 -1.550
C -2.771 -0.147 -1.930
C -2.742 0.885 -3.047
H -3.745 1.247 -3.270
H -2.314 0.430 -3.941
C -1.865 2.081 -2.623
C -1.680 3.027 -3.783
C -1.897 4.325 -3.664
C -2.317 4.964 -2.371
C -1.621 6.313 -2.200
H -0.548 6.172 -2.091
H -1.800 6.938 -3.072
H -1.995 6.837 -1.325
H -3.401 5.123 -2.413
C -1.999 3.984 -1.228
H -0.903 3.897 -1.159
C -2.546 4.393 0.149
H -2.175 5.400 0.367
C -2.017 3.444 1.228
C -2.506 3.863 2.611
H -2.127 4.861 2.845
H -2.118 3.173 3.363
C -4.030 3.875 2.650
H -4.378 4.195 3.635
H -4.403 2.864 2.473
C -4.574 4.810 1.576
C -4.074 4.402 0.192
H -4.434 3.403 -0.056
H -4.470 5.098 -0.549
H -4.250 5.832 1.790
H -5.666 4.797 1.589
H -0.925 3.429 1.206
H -2.377 2.436 1.011
O -2.528 2.700 -1.550
H -1.778 4.985 -4.512
H -1.346 2.575 -4.703
O -0.565 1.659 -2.255
H -3.307 0.245 -1.059
O -3.445 -1.325 -2.402
C -3.837 -2.199 -1.480
O -3.790 -2.009 -0.292
C -4.361 -3.466 -2.134
C -5.834 -3.294 -2.416
C -6.831 -3.977 -1.868
C -8.262 -3.762 -2.243
H -8.664 -4.668 -2.695
H -8.364 -2.937 -2.941
H -8.841 -3.560 -1.345
C -6.592 -5.050 -0.826
C -5.237 -4.776 -0.198
O -4.790 -5.788 0.688
C -3.422 -5.484 0.902
C -2.910 -4.826 -0.365
C -1.622 -4.536 -0.561
C -1.045 -3.920 -1.728
C 0.243 -3.613 -1.904
C 1.406 -3.884 -1.001
H 1.087 -4.373 -0.082
C 2.357 -4.838 -1.732
H 2.730 -4.384 -2.647
H 1.829 -5.754 -1.991
H 3.198 -5.091 -1.091
H 0.530 -3.150 -2.841
H -1.735 -3.696 -2.528
H -0.941 -4.782 0.244
C -4.128 -4.699 -1.263
O -4.180 -5.816 -2.138
H -4.212 -6.613 -1.594
H -2.902 -6.413 1.149
H -3.323 -4.785 1.745
H -5.278 -3.812 0.333
O -7.624 -5.037 0.134
H -7.325 -5.565 0.882
H -6.571 -6.035 -1.327
H -6.050 -2.543 -3.163
H -3.853 -3.599 -3.094
H -1.347 -1.217 -0.711
H -0.870 -1.008 -2.405
H -1.019 1.197 -0.302
H 0.462 -0.093 1.205
C 1.263 -2.518 1.749
H 2.198 -3.036 1.946
H 0.453 -3.246 1.721
H 1.059 -1.827 2.562
H 2.206 -1.948 -1.547
C 5.730 -2.379 0.016
H 6.642 -2.382 -0.581
H 5.722 -3.264 0.652
C 5.653 -1.121 0.904
O 5.198 -1.401 2.209
C 6.185 -1.888 3.082
H 7.016 -1.176 3.176
H 6.587 -2.854 2.755
H 5.702 -2.009 4.049
H 6.646 -0.648 0.965
H 4.680 -3.310 -1.638
H 3.926 0.592 -1.579
O 3.005 1.755 1.736
C 3.360 1.484 3.091
C 2.093 1.083 3.829
H 1.333 1.849 3.697
H 1.722 0.143 3.435
H 2.322 0.975 4.884
H 4.088 0.662 3.124
C 4.002 2.727 3.729
O 4.408 2.429 5.042
H 5.174 2.990 5.233
H 3.249 3.535 3.746
H 3.612 2.337 -0.056
H 5.925 2.333 2.862
H 5.993 6.120 4.093
H 4.339 5.516 3.853
*
```

---

This record from the OMol25 dataset describes 5 unconnected molecules or ions with the total composition C50H95FN4O22P5. The level of theory is ωB97M-V/def2-TZVPD.

## Properties
LUMO level in eV: -5.15
Kohn-Sham gap in eV: 4.9
E_HOMO in Eh: -0.3706

```
! wB97M-V def2-TZVPD RIJCOSX def2/J DEFGRID3
* xyz 1 1
C -3.969 3.713 2.385
C -2.847 3.304 3.305
C -2.602 1.791 3.888
N -2.191 1.752 5.353
O -2.045 2.796 6.216
C -3.327 2.999 6.954
N -4.314 3.169 7.809
C -1.992 0.274 5.607
C -1.523 -0.258 7.109
O -2.225 -1.305 7.602
N -0.390 0.387 7.897
C 0.869 0.473 7.038
O 1.815 -0.469 7.143
F 0.960 1.629 6.079
C -2.317 -0.629 4.241
C -2.207 -2.269 4.139
C -0.729 -2.799 3.640
O 0.177 -3.165 4.758
C 1.024 -4.324 4.400
C 2.492 -4.351 5.130
O 3.312 -3.147 4.931
C 3.111 -2.589 3.565
C 3.604 -3.331 2.188
C 3.261 -2.607 0.755
C 2.468 -1.163 0.577
C 2.102 -0.490 -0.910
C 0.603 -1.000 -1.284
C 1.995 1.153 -0.619
C 3.274 -0.714 -2.001
C 2.864 -1.309 -3.458
C 4.288 -1.347 -4.340
C 2.378 -2.910 -3.434
C 1.857 -0.350 -4.354
C 2.013 -0.430 2.010
C 2.336 -1.128 3.492
N -2.687 0.425 3.219
P -3.148 0.141 1.519
O -2.529 1.282 0.564
H -4.341 2.973 1.528
H -4.446 4.800 2.479
H -2.065 4.156 3.580
H -0.230 -0.241 8.728
H -2.434 -2.692 5.212
H -2.996 -2.648 3.334
H -0.938 -3.708 2.898
H -0.281 -1.942 2.945
H 0.438 -5.283 4.801
H 1.075 -4.481 3.218
H 2.449 -4.617 6.281
H 3.094 -5.251 4.628
H 4.159 -4.365 2.238
H 3.616 -3.190 -0.222
H -0.083 -0.791 -0.331
H 0.166 -0.288 -2.135
H 0.490 -2.139 -1.525
H 1.998 1.650 -1.689
H 0.976 1.354 -0.072
H 2.921 1.539 0.014
H 4.164 -1.395 -1.589
H 3.785 0.348 -2.195
H 5.160 -1.882 -3.766
H 4.019 -1.838 -5.373
H 4.529 -0.201 -4.559
H 2.767 -3.432 -4.408
H 1.216 -3.030 -3.378
H 2.959 -3.390 -2.520
H 0.763 -0.806 -4.205
H 2.133 -0.309 -5.494
H 1.817 0.712 -3.833
H 1.428 0.587 2.053
H 1.963 -0.575 4.477
H -2.842 -1.175 1.017
H -4.599 0.295 1.399
O -1.727 -1.382 -7.353
P -1.268 -1.159 -8.815
O -0.309 0.143 -8.459
C 0.952 -0.101 -7.864
C 1.966 -0.501 -8.915
O -2.622 -0.286 -9.233
C -3.896 -0.691 -8.752
C -4.350 0.248 -7.650
O -0.754 -0.909 -10.448
C -1.500 -1.559 -11.466
C -2.258 -0.528 -12.282
H 0.866 -0.865 -7.089
H 1.270 0.830 -7.382
H 1.713 -1.473 -9.348
H 2.968 -0.567 -8.481
H 1.983 0.224 -9.737
H -3.882 -1.733 -8.417
H -4.599 -0.634 -9.594
H -3.629 0.273 -6.824
H -5.323 -0.056 -7.256
H -4.427 1.272 -8.029
H -2.178 -2.306 -11.040
H -0.786 -2.084 -12.108
H -3.081 -0.095 -11.704
H -2.681 -0.980 -13.182
H -1.602 0.300 -12.569
O -8.648 6.658 7.329
P -8.751 5.630 8.483
O -8.983 4.329 7.486
C -7.858 3.797 6.812
C -7.068 2.891 7.733
O -10.362 5.936 8.771
C -10.844 7.271 8.723
C -11.636 7.484 7.446
O -8.866 4.482 9.771
C -9.074 4.996 11.078
C -10.466 4.627 11.557
H -7.232 4.601 6.421
H -8.231 3.219 5.960
H -6.612 3.465 8.546
H -6.272 2.379 7.184
H -7.720 2.140 8.195
H -10.026 7.993 8.818
H -11.501 7.415 9.590
H -11.028 7.274 6.558
H -12.003 8.512 7.383
H -12.490 6.801 7.408
H -8.918 6.079 11.103
H -8.326 4.536 11.731
H -11.232 5.193 11.016
H -10.580 4.841 12.622
H -10.671 3.567 11.378
O 0.185 5.462 -11.480
P 1.645 5.786 -11.079
O 2.222 5.761 -12.631
C 1.964 6.880 -13.456
C 2.945 7.995 -13.160
O 2.020 4.207 -10.712
C 1.070 3.397 -10.036
C 0.453 2.408 -11.009
O 3.276 6.148 -10.631
C 3.617 5.997 -9.261
C 4.569 4.825 -9.098
H 0.934 7.220 -13.328
H 2.081 6.554 -14.495
H 2.785 8.396 -12.154
H 2.832 8.812 -13.878
H 3.977 7.628 -13.200
H 0.307 4.006 -9.541
H 1.604 2.850 -9.248
H -0.025 2.922 -11.851
H -0.293 1.785 -10.510
H 1.226 1.761 -11.436
H 2.721 5.872 -8.645
H 4.113 6.920 -8.946
H 4.053 3.873 -9.262
H 4.994 4.809 -8.092
H 5.379 4.877 -9.831
O 4.979 -7.528 6.296
P 6.439 -7.204 6.697
O 7.016 -7.229 5.146
C 6.758 -6.110 4.320
C 7.740 -4.995 4.617
O 6.814 -8.784 7.064
C 5.864 -9.594 7.740
C 5.248 -10.582 6.767
O 8.070 -6.842 7.146
C 8.412 -6.993 8.515
C 9.363 -8.165 8.679
H 5.728 -5.770 4.448
H 6.876 -6.436 3.281
H 7.580 -4.594 5.622
H 7.626 -4.178 3.898
H 8.771 -5.362 4.576
H 5.102 -8.984 8.236
H 6.398 -10.140 8.528
H 4.769 -10.069 5.925
H 4.502 -11.206 7.266
H 6.020 -11.230 6.341
H 7.516 -7.119 9.132
H 8.908 -6.070 8.830
H 8.848 -9.117 8.515
H 9.789 -8.182 9.684
H 10.173 -8.113 7.945
*
```

---

no.,E_tot (Eh)
1,-3002.95493
2,-5641.60881